{
  "formula": "C3H6FNO2",
  "method": "wB97M-V/def2-TZVPD",
  "species": ["C", "C", "C", "N", "O", "O", "F", "H", "H", "H", "H", "H", "H"],
  "xyz": [[0.40, 0.27, -0.14], [-2.18, 0.93, 0.22], [2.54, -0.87, 0.03], [-1.62, -0.46, 0.43], [0.46, 1.35, -0.56], [1.08, -0.67, 0.30], [-1.79, -1.30, -0.69], [-1.87, 1.58, -0.65], [-3.37, 0.80, 0.06], [-2.02, 1.25, 1.27], [2.87, 0.08, -0.35], [2.72, -1.56, -0.85], [2.79, -1.40, 0.92]],
  "total_charge": 0,
  "homo_lumo_gap_ev": [8.75, 8.76],
  "homo_energy_ev": [-8.33, -8.34],
  "e_tot_ha": -422.80383,
  "e_above_lowest_kj_mol": 599.7,
  "multiplicity": 1,
  "e_lumo_ev": [0.4, 0.4]
}